(1)
Entry from the OMol25 dataset: 15 unconnected molecules or ions with the total composition C54H93F18N16O20S6 in a non-equilibrium geometry (wB97M-V/def2-TZVPD).

Calculated values
Max |F| ... 2.69 eV/Å
Total energy ... -236200.590 eV
Charge ... +3
HOMO level ... -11.63 eV

CARTESIAN COORDINATES (ANGSTROEM)
C  -6.67  4.58  -0.13
C  -6.01  3.26  0.17
O  -5.90  2.31  -0.51
N  -5.48  3.09  1.60
H  -4.52  2.76  1.58
H  -5.57  3.97  2.09
C  -6.38  2.07  2.33
H  -7.20  4.86  0.78
H  -7.42  4.46  -0.90
H  -5.90  5.29  -0.42
H  -6.23  2.29  3.39
H  -5.97  1.08  2.14
H  -7.42  2.06  2.03
C  -0.13  4.58  3.65
C  1.25  4.67  3.07
O  2.25  4.90  3.64
N  1.29  4.45  1.58
H  0.46  4.77  1.09
H  2.06  5.03  1.16
C  1.50  2.95  1.25
H  -0.59  3.59  3.57
H  -0.82  5.24  3.11
H  -0.11  4.72  4.73
H  2.53  2.97  0.90
H  0.79  2.66  0.49
H  1.45  2.31  2.13
C  -4.16  -6.30  1.59
C  -4.83  -5.90  2.93
N  -4.01  -4.97  3.70
C  -3.21  -5.22  4.77
C  -2.72  -4.01  5.18
N  -3.25  -3.07  4.34
C  -3.98  -3.66  3.39
C  -3.10  -1.64  4.59
H  -4.02  -5.41  0.98
H  -4.84  -7.03  1.17
H  -3.20  -6.78  1.80
H  -4.99  -6.80  3.52
H  -5.80  -5.47  2.68
H  -3.04  -6.21  5.14
H  -2.18  -3.77  6.07
H  -4.61  -3.22  2.63
H  -2.85  -1.43  5.62
H  -4.01  -1.17  4.21
H  -2.25  -1.28  4.00
C  -6.51  -2.63  -5.48
C  -7.18  -1.35  -4.97
N  -6.39  -0.19  -5.37
C  -6.17  0.14  -6.68
C  -5.41  1.28  -6.73
N  -5.41  1.75  -5.43
C  -6.00  0.86  -4.63
C  -5.00  3.11  -5.13
H  -5.50  -2.80  -5.10
H  -6.50  -2.71  -6.56
H  -7.07  -3.45  -5.01
H  -7.25  -1.46  -3.89
H  -8.18  -1.20  -5.37
H  -6.31  -0.52  -7.52
H  -5.03  1.84  -7.56
H  -6.13  0.94  -3.57
H  -4.90  3.31  -4.06
H  -5.88  3.71  -5.35
H  -4.09  3.48  -5.60
C  -2.48  1.88  -2.16
C  -1.31  1.03  -2.63
N  -0.45  0.65  -1.50
C  0.92  0.75  -1.50
C  1.43  0.12  -0.43
N  0.34  -0.45  0.23
C  -0.77  -0.08  -0.42
C  0.44  -1.18  1.47
H  -2.18  2.74  -1.57
H  -3.15  1.29  -1.53
H  -3.07  2.27  -2.99
H  -0.68  1.59  -3.31
H  -1.51  0.10  -3.15
H  1.39  1.37  -2.25
H  2.42  -0.04  -0.01
H  -1.78  -0.35  -0.14
H  0.27  -0.54  2.33
H  1.38  -1.73  1.56
H  -0.31  -1.98  1.45
C  2.79  -0.84  -3.70
C  2.59  -2.30  -4.11
N  1.26  -2.72  -3.66
C  0.90  -3.01  -2.38
C  -0.39  -3.44  -2.45
N  -0.76  -3.43  -3.76
C  0.27  -3.06  -4.52
C  -2.07  -3.90  -4.22
H  2.83  -0.87  -2.61
H  1.99  -0.17  -4.01
H  3.71  -0.52  -4.19
H  3.33  -3.02  -3.75
H  2.59  -2.41  -5.19
H  1.61  -2.84  -1.58
H  -1.06  -3.74  -1.66
H  0.32  -3.02  -5.60
H  -2.03  -4.99  -4.16
H  -2.25  -3.61  -5.25
H  -2.83  -3.49  -3.56
C  4.99  3.93  8.04
C  4.89  2.80  7.04
N  3.69  2.00  7.23
C  3.41  1.05  8.17
C  2.24  0.43  7.82
N  1.81  1.01  6.65
C  2.69  1.95  6.33
C  0.69  0.61  5.82
H  4.19  4.64  7.86
H  5.87  4.56  7.93
H  4.96  3.57  9.07
H  5.76  2.16  6.98
H  4.90  3.26  6.05
H  4.12  0.97  8.98
H  1.72  -0.41  8.25
H  2.63  2.57  5.44
H  0.65  -0.48  5.79
H  0.71  1.10  4.85
H  -0.23  0.90  6.33
C  2.45  2.27  -5.84
C  1.26  3.24  -6.08
N  1.75  4.62  -6.03
C  2.32  5.19  -4.92
C  2.61  6.45  -5.32
N  2.29  6.65  -6.64
C  1.80  5.46  -7.06
C  2.39  7.90  -7.36
H  3.31  2.38  -6.50
H  2.03  1.27  -5.88
H  2.86  2.32  -4.83
H  0.40  3.13  -5.43
H  0.90  2.98  -7.07
H  2.43  4.71  -3.97
H  3.11  7.16  -4.68
H  1.29  5.35  -8.01
H  1.54  8.13  -8.01
H  3.27  7.90  -8.00
H  2.47  8.74  -6.67
C  2.26  -3.06  4.41
C  3.32  -4.10  4.69
N  4.54  -3.60  5.35
C  4.55  -2.88  6.53
C  5.81  -2.39  6.71
N  6.54  -2.80  5.62
C  5.78  -3.55  4.84
C  7.87  -2.27  5.25
H  2.09  -2.54  5.36
H  1.30  -3.51  4.17
H  2.51  -2.30  3.67
H  3.67  -4.52  3.75
H  2.93  -4.88  5.34
H  3.70  -2.79  7.18
H  6.22  -1.77  7.48
H  6.13  -4.09  3.97
H  8.18  -2.54  4.25
H  8.49  -2.69  6.04
H  7.81  -1.19  5.36
C  0.12  -5.06  1.43
F  0.82  -5.16  2.59
F  -1.11  -4.62  1.70
F  0.79  -4.19  0.67
S  0.11  -6.71  0.50
O  -0.62  -7.63  1.36
O  -0.57  -6.42  -0.75
O  1.50  -7.08  0.38
C  4.93  4.97  -1.88
F  5.53  3.98  -1.25
F  5.58  6.11  -1.65
F  4.90  4.79  -3.20
S  3.15  5.10  -1.23
O  2.67  3.71  -1.30
O  3.23  5.54  0.18
O  2.39  6.06  -2.03
C  -4.43  -1.57  -1.65
F  -5.26  -1.97  -2.62
F  -3.32  -1.08  -2.23
F  -5.05  -0.50  -1.07
S  -4.08  -2.85  -0.30
O  -3.25  -2.18  0.70
O  -5.37  -3.25  0.21
O  -3.33  -3.84  -1.04
C  4.22  -3.87  1.21
F  3.11  -3.45  1.89
F  5.23  -3.57  2.05
F  4.07  -5.17  1.05
S  4.49  -3.01  -0.50
O  3.78  -3.81  -1.51
O  3.92  -1.67  -0.30
O  5.91  -2.91  -0.71
C  5.32  0.02  3.46
F  6.33  0.86  3.61
F  5.65  -1.18  2.96
F  4.87  -0.31  4.70
S  3.96  0.78  2.41
O  3.73  2.09  3.06
O  4.57  0.92  1.11
O  2.82  -0.10  2.51
C  -2.42  -0.45  -6.79
F  -1.80  -1.57  -7.16
F  -3.30  -0.14  -7.75
F  -3.10  -0.65  -5.65
S  -1.09  0.88  -6.41
O  -1.78  2.10  -5.99
O  -0.32  0.29  -5.32
O  -0.38  1.05  -7.67

***

(2)
Entry from the OMol25 dataset: 12 unconnected molecules or ions with the total composition C55H116Br3N13O3 in a non-equilibrium geometry (wB97M-V/def2-TZVPD).

Calculated values
Max |F| ... 5.03 eV/Å
Total energy ... -294497.479 eV
Charge ... +6
HOMO level ... -18.59 eV

CARTESIAN COORDINATES (ANGSTROEM)
C  12.70  15.03  14.37
C  12.70  15.85  13.06
O  12.89  15.35  11.97
N  12.30  17.34  13.21
H  11.77  17.70  12.44
H  11.68  17.46  14.00
C  13.58  18.23  13.51
H  13.57  15.19  15.02
H  12.76  13.97  14.14
H  11.83  15.23  14.99
H  14.08  18.34  12.55
H  14.06  17.59  14.25
H  13.18  19.18  13.88
C  8.36  11.96  11.66
C  9.10  13.28  11.76
O  10.31  13.29  11.99
N  8.29  14.63  11.76
H  8.44  15.22  10.95
H  7.28  14.51  11.72
C  8.47  15.33  13.14
H  9.17  11.23  11.61
H  7.79  11.91  10.73
H  7.68  11.79  12.49
H  9.54  15.55  13.17
H  8.16  14.75  14.01
H  7.92  16.26  13.11
C  18.30  16.45  12.85
C  17.11  15.55  12.82
O  16.02  16.05  12.69
N  17.27  14.04  13.03
H  17.82  13.75  12.23
H  17.76  13.94  13.91
C  16.00  13.17  13.07
H  19.21  16.33  12.25
H  18.62  16.60  13.88
H  17.94  17.43  12.55
H  16.23  12.12  12.89
H  15.48  13.39  12.14
H  15.45  13.38  13.99
C  13.39  13.04  21.55
C  12.98  12.00  20.49
C  11.54  12.07  20.13
C  11.04  11.28  18.90
N  9.58  11.48  18.59
C  9.20  10.68  17.33
C  9.57  11.54  16.12
C  9.87  12.96  16.63
C  9.33  12.92  18.11
C  8.57  11.17  19.74
C  8.56  9.69  20.21
C  7.68  9.30  21.34
H  14.47  13.19  21.59
H  13.15  12.63  22.53
H  12.89  14.01  21.48
H  13.30  11.08  20.97
H  13.62  12.09  19.62
H  11.42  13.12  19.84
H  10.82  12.08  20.95
H  11.13  10.21  19.07
H  11.65  11.54  18.03
H  8.15  10.40  17.31
H  9.80  9.77  17.42
H  8.70  11.60  15.47
H  10.45  11.16  15.61
H  9.31  13.75  16.13
H  10.94  13.17  16.64
H  8.27  13.17  18.03
H  9.87  13.69  18.68
H  7.60  11.42  19.34
H  8.62  11.87  20.58
H  9.59  9.48  20.50
H  8.35  9.22  19.24
H  7.98  8.29  21.61
H  6.61  9.31  21.13
H  7.88  9.82  22.28
C  16.55  17.23  9.12
C  15.43  18.28  8.90
C  15.68  19.68  9.66
C  16.86  20.50  9.06
N  17.16  21.89  9.83
C  15.96  22.80  9.61
C  16.52  24.22  9.44
C  17.85  23.98  8.69
C  18.36  22.65  9.21
C  17.34  21.52  11.34
C  18.54  20.60  11.63
C  18.95  20.41  13.10
H  17.48  17.57  8.67
H  16.21  16.32  8.62
H  16.69  17.00  10.17
H  14.62  17.80  9.45
H  15.01  18.42  7.90
H  15.93  19.47  10.70
H  14.77  20.28  9.65
H  16.80  20.67  7.99
H  17.75  19.89  9.22
H  15.29  22.54  10.42
H  15.50  22.58  8.64
H  16.68  24.61  10.45
H  15.80  24.86  8.93
H  18.60  24.77  8.72
H  17.59  23.79  7.65
H  19.02  22.84  10.06
H  18.86  22.00  8.50
H  16.46  21.09  11.83
H  17.43  22.48  11.86
H  19.44  20.84  11.05
H  18.27  19.60  11.28
H  18.04  20.19  13.65
H  19.26  21.39  13.46
H  19.84  19.81  13.26
C  12.96  15.09  18.29
C  14.22  15.95  17.83
N  15.42  15.28  18.27
C  15.74  13.94  18.40
C  17.07  13.82  18.73
N  17.63  15.09  18.80
C  16.64  15.95  18.51
C  19.01  15.44  19.24
H  13.06  14.12  17.80
H  12.01  15.49  17.94
H  12.99  15.11  19.38
H  14.23  16.94  18.29
H  14.21  16.09  16.75
H  14.99  13.18  18.29
H  17.55  12.86  18.83
H  16.74  17.02  18.63
H  19.04  16.46  19.62
H  19.65  15.29  18.37
H  19.37  14.81  20.05
C  12.79  10.83  11.98
C  12.18  10.81  10.62
N  12.84  11.86  9.79
C  14.06  11.91  9.13
C  14.23  13.17  8.55
N  13.15  13.91  8.90
C  12.33  13.12  9.64
C  12.92  15.27  8.58
H  12.55  10.07  12.72
H  12.53  11.77  12.46
H  13.87  10.79  11.91
H  11.12  11.05  10.73
H  12.15  9.89  10.03
H  14.56  10.95  9.17
H  14.98  13.70  7.98
H  11.33  13.44  9.89
H  12.53  15.43  7.57
H  13.87  15.80  8.59
H  12.25  15.63  9.36
C  12.52  19.56  17.21
C  11.63  19.85  18.44
N  12.31  19.31  19.63
C  13.28  20.01  20.36
C  13.83  19.19  21.32
N  13.21  17.92  21.16
C  12.26  18.02  20.14
C  13.54  16.72  21.89
H  11.81  19.71  16.40
H  12.88  18.53  17.20
H  13.31  20.29  17.07
H  10.69  19.33  18.26
H  11.38  20.88  18.69
H  13.34  21.05  20.08
H  14.67  19.34  21.99
H  11.53  17.26  19.89
H  12.61  16.35  22.31
H  14.20  16.98  22.71
H  14.04  15.96  21.30
C  11.57  23.78  14.23
C  11.73  22.55  15.16
N  10.45  21.97  15.35
C  9.52  22.13  16.40
C  8.42  21.32  16.08
N  8.64  20.72  14.89
C  9.86  21.14  14.43
C  7.80  19.73  14.20
H  11.28  23.61  13.19
H  12.46  24.41  14.33
H  10.79  24.44  14.64
H  12.07  22.88  16.14
H  12.44  21.83  14.75
H  9.89  22.66  17.26
H  7.54  21.10  16.66
H  10.32  20.88  13.49
H  7.22  19.20  14.95
H  8.46  19.06  13.65
H  7.07  20.22  13.56
Br  9.62  18.10  11.06
Br  10.15  17.28  15.95
Br  13.71  11.70  15.76

***

Which formula does entry 2 have?
C55H116Br3N13O3

***

The highest charge belongs to which entry?
C55H116Br3N13O3